(1)
This record from the OMol25 dataset describes C42H53AsN4O2SrTe as an isolated structure at a distorted geometry. The level of theory is ωB97M-V/def2-TZVPD.

CARTESIAN COORDINATES (ANGSTROEM)
Sr -0.2168 0.0663 0.5041
C -1.7020 7.2593 -1.6761
C -1.0996 5.9003 -1.4282
C 0.0949 5.5037 -1.9615
C 0.6473 4.2245 -1.7239
C 1.9214 3.9701 -2.2770
N 2.6248 2.8945 -2.0777
C 3.9689 2.6911 -2.6380
C 4.1886 1.2568 -3.1058
C 4.8611 0.3779 -2.0603
N 4.2083 0.4680 -0.7468
C 4.8329 0.7532 0.3620
C 4.2593 0.7553 1.6480
C 5.1229 1.0284 2.7378
C 4.6945 1.0092 4.0332
C 5.5999 1.2939 5.2052
C 3.3367 0.6883 4.2194
C 2.4395 0.4264 3.2043
C 1.0702 0.0842 3.6080
N 0.1089 -0.1679 2.8100
C -1.2353 -0.4411 3.3840
C -2.1732 0.7859 3.2789
C -2.8033 1.0677 1.8920
N -1.8371 1.6746 0.9253
C -2.0781 2.8710 0.5414
C -1.2609 3.6816 -0.3550
C -1.7383 4.9535 -0.6144
C -0.0267 3.2411 -0.9418
O 0.4498 2.0575 -0.7907
C 2.8766 0.4704 1.8359
O 2.0958 0.2559 0.8464
H -1.0205 7.8920 -2.2438
H -2.6326 7.1821 -2.2401
H -1.9267 7.7712 -0.7398
H 0.6574 6.1965 -2.5837
H 2.3832 4.7320 -2.9010
H 2.1603 2.2019 -1.4782
H 4.0822 3.3973 -3.4565
H 4.7071 2.9566 -1.8781
H 3.2330 0.8204 -3.4091
H 4.8196 1.2557 -3.9944
H 4.8551 -0.6661 -2.3714
H 5.9008 0.6723 -1.9191
H 3.2254 0.2143 -0.6102
H 5.8922 0.9766 0.2612
H 6.1649 1.2520 2.5225
H 6.6189 1.4946 4.8770
H 5.2624 2.1626 5.7724
H 5.6316 0.4455 5.8905
H 2.9608 0.6367 5.2396
H 0.8986 0.0405 4.6888
H -1.6791 -1.2755 2.8312
H -1.1601 -0.7683 4.4224
H -2.9992 0.6301 3.9742
H -1.6370 1.6770 3.6138
H -3.1829 0.1332 1.4808
H -3.6787 1.7082 2.0135
H -2.9806 3.3720 0.9074
H -2.6807 5.2341 -0.1489
C -0.0439 -4.7228 1.2718
C 1.2870 -4.2094 0.7414
As 1.1851 -2.7601 -0.5737
C 0.3455 -3.6643 -2.0857
C 0.9153 -4.9986 -2.5490
C 3.0722 -2.7539 -1.1257
C 3.8759 -4.0412 -0.9629
H 0.1274 -5.5648 1.9457
H -0.6937 -5.0768 0.4692
H -0.5985 -3.9615 1.8215
H 1.8443 -5.0133 0.2723
H 1.9102 -3.8305 1.5533
H 0.3525 -2.9354 -2.8984
H -0.7007 -3.7874 -1.8092
H 1.9174 -4.8977 -2.9630
H 0.2872 -5.4233 -3.3352
H 0.9571 -5.7327 -1.7421
H 3.5482 -1.9723 -0.5357
H 3.0738 -2.4154 -2.1655
H 4.0338 -4.2818 0.0876
H 4.8641 -3.9288 -1.4158
H 3.4070 -4.9030 -1.4286
Te -2.6140 -2.1853 -0.0699
C -4.4770 -1.8742 0.8487
C -5.5074 -1.2308 0.1632
C -6.7422 -1.0770 0.7850
C -6.9435 -1.5528 2.0756
C -5.9132 -2.1901 2.7543
C -4.6741 -2.3547 2.1417
C -3.1747 -3.8926 -1.1289
C -3.3881 -3.8142 -2.5020
C -3.8107 -4.9505 -3.1846
C -4.0237 -6.1386 -2.4983
C -3.8147 -6.2022 -1.1253
C -3.3840 -5.0780 -0.4304
H -5.3570 -0.8623 -0.8432
H -7.5510 -0.5876 0.2564
H -7.9090 -1.4318 2.5500
H -6.0730 -2.5702 3.7555
H -3.8760 -2.8657 2.6659
H -3.2314 -2.8857 -3.0342
H -3.9822 -4.9017 -4.2526
H -4.3587 -7.0168 -3.0358
H -3.9861 -7.1287 -0.5919
H -3.2216 -5.1275 0.6387

Summary:
charge: +2
energy: -123427.294 eV
LUMO: -5.2530 eV
M: 936.1 g/mol
HOMO: -12.6295 eV

---

(2)
This record from the OMol25 dataset describes C38H44NO7W as an isolated structure at a distorted geometry. The level of theory is ωB97M-V/def2-TZVPD.

CARTESIAN COORDINATES (ANGSTROEM)
C 3.2668 5.0143 -4.1516
C 3.2680 4.0469 -2.9550
C 2.2523 4.5144 -5.1799
C 1.8634 3.0605 -4.7952
H 2.7257 4.5525 -6.1637
H 1.3994 5.1981 -5.2047
C 2.9150 2.7018 -3.5332
H 2.5327 4.3657 -2.1991
H 4.2680 4.0871 -2.5013
C 2.9885 1.4802 -2.5472
H 3.7702 2.4300 -4.1828
H 2.2059 2.4098 -5.6199
C 0.3912 2.9029 -4.7942
C 3.0115 6.4191 -3.6461
C 4.6416 5.2103 -4.8181
O 4.8044 5.3658 -6.0223
O 2.2363 6.6780 -2.7296
O 3.7006 7.3663 -4.2953
O 5.6792 5.2177 -3.9655
C 6.8915 5.5542 -4.6508
H 7.6523 5.5926 -3.8792
H 6.7764 6.5221 -5.1438
H 7.1275 4.7970 -5.4013
C 3.4788 8.6858 -3.7880
H 2.4075 8.9164 -3.7703
H 4.0101 9.3474 -4.4711
H 3.8804 8.7782 -2.7703
O 2.5069 1.4825 -1.1127
H 4.0716 1.2340 -2.4043
H 2.5235 0.6158 -3.0758
C -0.2107 1.6010 -5.1760
C -0.4167 3.8817 -4.0295
H -0.9791 4.5277 -4.7277
H 0.1791 4.5497 -3.3866
H -1.1631 3.3881 -3.3907
H -0.9897 1.2769 -4.4679
H 0.5270 0.7850 -5.2348
H -0.6900 1.6772 -6.1682
W 1.0433 0.5137 -0.5717
C 0.5085 -1.9745 -0.6688
C 1.5485 -1.7275 -1.6122
C 2.6657 -1.1549 -0.9061
H 1.5407 -1.9990 -2.6670
C 2.2924 -1.0250 0.4868
C 0.9509 -1.5386 0.6146
H 0.4409 -1.7028 1.5566
H -0.4157 -2.5048 -0.8954
H 3.6530 -0.9748 -1.3083
H 2.9648 -0.7428 1.2900
C -1.3349 1.4220 -0.0949
C -0.8049 0.7454 1.0331
C 0.4255 1.3854 1.4262
H -1.3266 -0.0313 1.5918
C 0.6323 2.4979 0.5268
C -0.4494 2.4921 -0.4298
H -0.6119 3.2414 -1.2004
H -2.3015 1.2118 -0.5612
H 1.0292 1.1638 2.3062
H 1.3928 3.2652 0.6230
C -5.1400 -0.6959 5.4467
C -3.8982 -1.2723 4.8145
C -2.7293 -1.3581 5.5765
C -1.5435 -1.8621 5.0332
C -1.5247 -2.2927 3.7172
C -2.6921 -2.2266 2.9415
N -2.6133 -2.6113 1.6097
C -3.5171 -3.4093 0.9037
C -4.1398 -4.5463 1.4404
C -4.9856 -5.2992 0.6266
C -5.2161 -4.9136 -0.7012
C -4.6210 -3.7452 -1.2118
C -3.8041 -2.9826 -0.3948
C -3.2452 -1.6105 -0.7504
O -2.2371 -1.6156 -1.5076
O -3.8545 -0.6446 -0.2310
C -3.8952 -1.6981 3.4805
C -5.1073 -1.5544 2.6223
H -5.4696 0.2203 4.9408
H -5.9780 -1.4035 5.4312
H -4.9392 -0.4402 6.4915
H -2.7637 -1.0129 6.6137
H -0.6396 -1.9145 5.6400
H -0.6257 -2.7179 3.2716
H -1.7332 -2.4226 1.1292
H -3.9415 -4.8163 2.4815
H -5.4625 -6.1903 1.0292
H -5.8666 -5.5089 -1.3467
H -4.7886 -3.4078 -2.2370
H -4.8676 -1.0987 1.6503
H -5.5713 -2.5298 2.4241
H -5.8591 -0.9301 3.1119

Summary:
charge: -1
ΔE to the lowest compared entry with this formula, charge and spin: 0.0 kJ/mol
energy: -57766.168 eV
LUMO (spin up / spin down): 2.0692 / 2.0667 eV
multiplicity: 3
M: 810.6 g/mol
HOMO (spin up / spin down): -3.2768 / -3.4999 eV

---

(3)
This record from the OMol25 dataset describes a 4-piece molecular cluster, C4H13NO3 overall at a distorted geometry. The level of theory is ωB97M-V/def2-TZVPD.

CARTESIAN COORDINATES (ANGSTROEM)
C 0.3438 -1.2912 0.3835
N 0.6386 -0.5615 -0.8645
C -4.3098 0.7146 0.6304
C 1.6321 0.3752 -0.7617
C 2.9410 0.3510 -1.3187
O 3.9541 0.9357 -0.9881
H 0.3954 -0.5916 1.2310
H -0.6860 -1.6430 0.2861
H 1.0626 -2.1102 0.4269
H -0.2271 -0.1306 -1.2487
H -3.5753 1.4612 0.9001
H -4.9794 1.1126 -0.1257
H -4.8047 0.3378 1.5217
H 1.2582 1.2617 -0.2456
H 2.9719 -0.2349 -2.2564
H -3.7628 -0.1160 0.1453
H -2.6618 -0.6548 -1.6510
O -2.1316 -0.6916 -0.8511
H 4.5369 0.3047 2.1213
H 3.7588 0.7571 0.8841
O 3.6452 0.4137 1.7813

Summary:
ΔE to the lowest compared entry with this formula, charge and spin: 756.5 kJ/mol
energy: -11984.630 eV
LUMO: -4.1835 eV
M: 123.2 g/mol
HOMO: -8.3791 eV

---

(4)
This record from the OMol25 dataset describes C23H22N3O6PbS5 as an isolated structure at a distorted geometry. The level of theory is ωB97M-V/def2-TZVPD.

CARTESIAN COORDINATES (ANGSTROEM)
Pb -16.0493 -2.3727 -9.6637
C -18.0439 0.2689 -10.0702
C -17.8660 0.1333 -8.6893
C -18.5017 -0.9180 -8.0350
C -19.1848 -1.8790 -8.7596
C -19.3522 -1.6740 -10.1235
C -18.8108 -0.5937 -10.7843
H -17.5439 1.0736 -10.6124
H -17.2726 0.8680 -8.2368
H -18.4319 -0.9814 -6.9827
H -19.6301 -2.7188 -8.2924
H -19.8984 -2.4578 -10.6814
H -18.8339 -0.4697 -11.8291
S -12.4642 -1.5617 -8.7035
C -12.8493 -3.1426 -8.0412
N -14.0750 -3.4766 -7.9265
C -14.1870 -4.6773 -7.2289
C -15.3734 -5.3431 -6.8563
C -15.2354 -6.5313 -6.1571
C -13.9883 -7.0774 -5.8167
C -12.8101 -6.4127 -6.1300
C -12.9312 -5.2617 -6.8815
S -11.6585 -4.1854 -7.3543
H -16.3536 -4.9670 -7.0848
H -16.1105 -7.1723 -5.9304
H -13.9338 -8.0180 -5.2526
H -11.8015 -6.7082 -5.9060
O -16.0631 0.0036 -13.0567
S -15.3017 -0.8917 -12.3151
O -14.8114 -0.5271 -11.0159
O -16.0146 -2.2031 -12.1500
C -13.7342 -1.1943 -13.2346
C -13.6919 -0.4341 -14.4001
C -12.5095 -0.3202 -15.1105
C -11.3514 -0.9485 -14.7148
C -11.4033 -1.6860 -13.5336
C -12.5816 -1.8882 -12.8156
S -12.4288 -2.8425 -11.3869
O -11.8147 -1.7996 -10.2368
O -11.3901 -3.8016 -11.5663
O -13.7148 -3.2857 -10.9914
H -14.5641 0.1261 -14.7163
H -12.6075 0.2340 -16.0851
H -10.5004 -0.9782 -15.4061
H -10.5029 -2.2276 -13.2460
S -17.3863 -5.0628 -9.9163
C -16.3210 -5.8467 -10.9823
N -15.9442 -7.0839 -10.7472
C -14.8021 -7.7388 -11.3897
C -13.9598 -6.7175 -12.1370
C -14.8763 -5.8571 -12.9445
N -15.8860 -5.2166 -12.0920
H -16.1933 -7.3810 -9.7981
H -15.1086 -8.4848 -12.0984
H -14.2712 -8.3135 -10.6665
H -13.2878 -7.2748 -12.8004
H -13.4196 -6.0456 -11.4450
H -15.3457 -6.4672 -13.6903
H -14.3440 -5.1153 -13.5365
H -16.0896 -4.2378 -12.2653

Summary:
charge: +1
ΔE to the lowest compared entry with this formula, charge and spin: 69.4 kJ/mol
energy: -100382.304 eV
LUMO: -3.5118 eV
M: 804.0 g/mol
HOMO: -11.6188 eV

---

(5)
This record from the OMol25 dataset describes an isolated ion of composition C5H12NO and charge +1 at a distorted geometry. The level of theory is ωB97M-V/def2-TZVPD.

CARTESIAN COORDINATES (ANGSTROEM)
C 0.4494 -1.9558 -1.1054
C -0.6485 -1.6158 -0.0954
C -0.9865 -0.1024 -0.1039
C 0.2108 0.7516 0.2435
N 0.0477 2.2180 -0.1539
C 0.6074 0.8349 1.7196
O 1.3667 1.7086 2.0476
H 0.2518 -1.5942 -2.1145
H 1.4025 -1.5226 -0.7850
H 0.6478 -3.0202 -1.1846
H -1.5894 -2.0897 -0.3894
H -0.2312 -1.9400 0.8550
H -1.7679 0.0735 0.6367
H -1.3096 0.0861 -1.1354
H 1.1216 0.4599 -0.2794
H 0.1295 2.3575 -1.1598
H 0.8147 2.7099 0.3393
H -0.8411 2.5682 0.2097
H 0.3243 0.0728 2.4554

Summary:
charge: +1
ΔE to the lowest compared entry with this formula, charge and spin: 56.7 kJ/mol
energy: -8910.041 eV
LUMO: -4.1672 eV
M: 102.2 g/mol
HOMO: -15.1097 eV